Formula: H2
Source: OMol25
Level of theory: ωB97M-V/def2-TZVPD

Geometry (Å):
1 H -0.67142 -0.66475 0.73591
2 H 0.67142 0.66475 -0.73591

## Properties
HOMO-LUMO gap ... 6.75 eV
Total charge ... 0
Relative energy (zero: lowest compared OMol25 entry of this formula, charge and spin) ... 583.9 kJ/mol